ORCA calculation (ωB97M-V with the def2-TZVPD basis set) on a 12-piece molecular cluster, C47H125N17O19 overall in a non-equilibrium geometry.

Calculated values
2S+1 ... 1
E_LUMO ... -0.0028 Eh
HOMO ... -7.708 eV
Structure (SMILES) ... COCCNCCOC.COCCNCCOC.COCCNCCOC.COCCNCCOC.COCCNCCOC.COCCNCCOC.COCCNCCOC.NC(N)=O.NC(N)=O.NC(N)=O.NC(N)=O.NC(N)=O
Relative energy (zero: lowest compared OMol25 entry of this formula, charge and spin) ... 0.00 kcal per mole
HOMO-LUMO gap ... 7.6 eV

The geometry in XYZ format:
```
208
Properties=species:S:1:pos:R:3:forces:R:3
C -2.48687 -7.27052 1.12059 0.044 0.283 -0.359
O -2.89492 -8.03796 -0.01607 -0.138 -0.025 0.964
C -4.28596 -8.30367 -0.00800 -0.553 -0.085 -0.627
C -5.13948 -7.05954 -0.10059 -1.023 0.624 -0.344
N -5.05063 -6.36023 -1.38804 0.440 0.155 0.020
C -5.35519 -4.91732 -1.33365 1.477 -1.025 -0.474
C -4.34297 -4.17548 -0.49875 -0.946 1.082 0.636
O -3.01827 -4.17922 -0.97999 -0.520 0.128 0.076
C -2.30208 -3.12398 -0.36901 0.553 -0.223 0.620
H -3.11868 -7.37577 2.00696 -0.297 -0.320 -0.173
H -2.49929 -6.21511 0.83914 0.209 0.126 0.131
H -1.48635 -7.56748 1.43108 0.116 -0.027 -0.316
H -4.60681 -8.85779 0.88023 0.263 -0.063 0.143
H -4.47918 -8.93300 -0.87848 0.100 -0.043 0.005
H -4.95754 -6.46092 0.80058 0.336 0.330 -0.173
H -6.21636 -7.25237 -0.03921 0.100 -0.768 0.401
H -4.11779 -6.45257 -1.77690 0.063 -0.037 0.110
H -6.36104 -4.75422 -0.94802 -0.016 0.066 -0.028
H -5.24576 -4.52866 -2.34907 -0.453 -0.066 -0.062
H -4.41070 -4.55696 0.52699 0.375 0.084 0.164
H -4.69878 -3.13511 -0.46596 0.073 0.094 0.149
H -1.28302 -3.17231 -0.74722 -0.062 0.257 -0.172
H -2.22320 -3.23602 0.72138 -0.079 -0.540 0.037
H -2.77291 -2.13970 -0.44588 -0.060 0.009 -0.749
C -1.56586 0.22481 4.21972 0.783 1.184 -1.435
O -1.84576 1.36455 5.01208 -0.304 -0.281 0.556
C -2.72934 1.07993 6.09118 0.798 -0.296 0.241
C -2.82087 2.27742 7.01931 0.348 -0.246 -0.459
N -3.55228 3.36547 6.36180 0.423 0.450 0.535
C -3.26771 4.65673 7.01745 0.940 0.233 0.079
C -1.88889 5.22930 6.67361 -0.220 0.567 0.140
O -1.94047 5.68895 5.33202 0.213 0.083 -0.304
C -0.63516 5.87984 4.80623 0.390 -0.631 0.415
H -1.62816 -0.75867 4.68697 -0.364 0.155 0.336
H -0.54604 0.36065 3.84536 0.158 -0.160 0.287
H -2.14029 0.31874 3.29058 -0.485 -0.624 0.204
H -2.27377 0.24804 6.64334 -0.189 -0.066 0.193
H -3.70526 0.73892 5.73020 -0.131 0.239 -0.025
H -1.80781 2.60850 7.27997 0.218 -0.243 -0.145
H -3.21464 1.90758 7.96909 -0.712 0.415 -0.091
H -3.06404 3.46861 5.47336 -0.414 -0.202 -0.294
H -3.28521 4.58025 8.10605 -0.390 -0.241 0.012
H -3.95245 5.44739 6.70933 -0.389 -0.290 0.007
H -1.04444 4.55407 6.84708 -0.159 -0.364 -0.287
H -1.67358 6.09273 7.31604 -0.135 0.060 0.130
H 0.00886 6.33409 5.56526 0.033 0.162 -0.068
H -0.59619 6.49057 3.90686 -0.534 0.055 0.036
H -0.21938 4.89468 4.57098 0.179 0.049 -0.106
C -0.42074 -6.25353 -1.94269 1.656 -0.124 1.333
O 0.31094 -5.13678 -1.42915 0.122 0.829 0.292
C 1.35711 -4.55538 -2.21414 -0.776 -0.114 -1.022
C 2.01441 -3.34563 -1.54669 0.863 -1.096 -0.135
N 3.12845 -3.81280 -0.66749 -0.895 0.474 -0.077
C 3.95047 -2.70650 -0.13888 -0.835 -1.041 0.273
C 5.04116 -3.32961 0.74049 0.346 2.600 -0.527
O 4.47452 -3.75713 1.96426 0.529 -1.249 -0.341
C 5.50331 -4.02159 2.92791 -0.907 0.616 -0.048
H 0.33634 -7.02362 -2.12102 -0.262 -0.242 -0.728
H -1.09290 -6.07643 -2.77971 0.124 0.286 -0.107
H -0.93950 -6.61729 -1.05797 -0.544 0.066 -0.320
H 0.93106 -4.26329 -3.18098 -0.159 0.417 0.023
H 2.13207 -5.26968 -2.51171 0.090 -0.302 0.524
H 1.28305 -2.77076 -0.97575 -0.091 0.250 -0.238
H 2.48641 -2.76953 -2.34381 -0.343 0.275 -0.039
H 2.59449 -4.12919 0.13985 0.426 -0.511 0.121
H 3.27911 -2.07008 0.44952 0.412 0.219 0.313
H 4.32820 -2.05303 -0.92639 0.340 -0.383 -0.161
H 5.75316 -2.51880 0.96818 -0.095 0.190 0.234
H 5.68911 -4.00441 0.17610 -0.622 -0.916 0.257
H 5.06993 -4.54154 3.78171 -0.162 0.050 -0.056
H 5.80601 -3.01674 3.23162 0.837 -0.368 0.331
H 6.30821 -4.64156 2.53473 0.090 0.210 -0.168
C 2.45438 1.02467 -3.16235 0.475 -0.605 0.185
O 1.82643 0.79243 -4.40581 0.002 0.814 -0.142
C 1.32371 1.99535 -4.99472 -0.893 -0.108 -0.660
C 0.46028 1.61793 -6.19412 0.753 0.249 -0.069
N 1.24191 0.91122 -7.21506 -1.054 0.463 -0.246
C 0.35277 0.51997 -8.34181 0.927 -0.331 0.916
C 0.04166 1.60513 -9.34558 0.677 0.169 -0.323
O -0.88979 2.54833 -8.84800 0.142 -0.215 0.579
C -0.94331 3.78969 -9.51305 -0.030 -0.772 -0.598
H 2.71309 0.05517 -2.72570 -0.173 -0.149 -0.138
H 1.80222 1.52897 -2.44630 -0.022 0.259 -0.186
H 3.40121 1.55183 -3.28631 -0.205 0.366 -0.008
H 2.08949 2.69823 -5.33173 0.511 -0.327 0.196
H 0.68413 2.55534 -4.30669 0.075 -0.177 0.366
H 0.12436 2.52336 -6.70105 -0.228 0.114 0.419
H -0.41241 1.04331 -5.86517 -0.042 -0.021 0.047
H 1.62957 0.08185 -6.78755 -0.013 -0.130 -0.150
H -0.60002 0.10679 -7.98983 -0.043 -0.147 0.077
H 0.94781 -0.27670 -8.79150 -0.505 -0.063 -0.635
H -0.32151 1.11955 -10.25787 -0.320 0.049 -0.082
H 0.98534 2.08633 -9.62725 0.020 0.258 0.103
H -1.32662 3.61999 -10.52624 -0.116 0.266 -0.085
H 0.03954 4.25724 -9.62143 0.061 0.058 0.266
H -1.63496 4.41784 -8.95828 0.094 0.095 -0.010
C 2.83049 -3.21183 -8.40014 0.161 -0.978 0.925
O 1.64015 -2.87973 -7.73881 -1.049 0.345 -0.563
C 1.72801 -2.54632 -6.36921 0.651 -0.442 -0.093
C 0.33012 -2.33135 -5.77899 1.255 0.730 -0.874
N 0.43802 -1.72079 -4.46718 -0.100 -0.831 0.362
C -0.84406 -1.69961 -3.75726 1.165 -0.043 -0.146
C -1.02717 -0.55089 -2.78490 -0.291 -0.163 -1.318
O -1.29219 0.58696 -3.59179 -0.438 0.436 0.557
C -1.69837 1.74505 -2.85939 0.141 -0.302 -0.903
H 3.12296 -4.23196 -8.11292 0.109 -0.061 0.039
H 3.67094 -2.57873 -8.10174 -0.077 0.363 -0.344
H 2.64952 -3.25817 -9.47077 0.009 0.477 -0.017
H 2.36911 -1.66064 -6.29472 -0.047 0.130 0.393
H 2.23357 -3.36757 -5.84589 0.048 0.059 0.233
H -0.15347 -3.30791 -5.82112 -0.259 0.045 0.566
H -0.17985 -1.68803 -6.50727 -0.389 0.031 0.001
H 0.93607 -0.82957 -4.46383 -0.442 -0.116 -0.265
H -0.92326 -2.62224 -3.17159 -0.276 -0.171 -0.181
H -1.62942 -1.63728 -4.51685 -0.438 -0.083 0.335
H -0.15706 -0.36482 -2.14978 -0.021 -0.201 0.205
H -1.91164 -0.87436 -2.22579 0.009 0.595 0.496
H -0.84987 2.18130 -2.33188 -0.104 0.013 0.403
H -2.56263 1.53661 -2.22589 0.150 -0.151 0.410
H -2.05042 2.46659 -3.59743 0.164 0.049 -0.072
C 1.52006 -0.48895 6.36524 0.004 -0.245 -0.102
O 2.23854 -0.02793 5.24189 -0.343 0.405 -0.215
C 2.54990 -1.02610 4.29218 -0.198 -0.791 0.065
C 3.32094 -0.48597 3.09773 1.152 0.352 -0.820
N 4.76514 -0.30137 3.22200 -0.044 0.798 1.331
C 5.15466 0.50521 4.39472 0.440 -0.328 -1.091
C 6.66764 0.61601 4.33644 -0.274 0.352 0.661
O 7.32198 -0.63074 4.48241 0.324 -0.554 -0.332
C 7.24924 -1.16588 5.80714 -0.032 1.257 -0.698
H 0.65633 -1.11107 6.10709 -0.087 0.056 -0.332
H 1.15087 0.37261 6.91568 0.117 0.103 -0.037
H 2.13386 -1.10580 7.02935 0.250 0.048 0.024
H 1.66273 -1.54634 3.90727 -0.349 0.468 0.121
H 3.06637 -1.83174 4.83533 0.540 -0.031 -0.273
H 2.97713 0.49660 2.75644 -0.603 -0.072 0.412
H 3.28105 -1.08427 2.18398 -0.859 -0.449 0.437
H 5.31125 -1.15414 3.22489 -0.290 -0.131 0.092
H 4.77610 0.09165 5.33180 0.116 0.049 0.124
H 4.75069 1.51529 4.29557 -0.180 -0.052 -0.050
H 6.96668 1.36314 5.08388 0.376 -0.284 0.244
H 6.96586 1.02746 3.37343 -0.008 -0.191 -0.124
H 7.68223 -0.36635 6.41632 -0.348 -0.335 0.711
H 7.85725 -2.05961 5.91744 -0.019 -0.039 -0.390
H 6.19810 -1.37148 6.01732 0.135 -0.086 0.569
C -4.86021 8.03176 1.04284 0.425 -0.238 -0.219
O -5.08186 6.88679 1.86532 0.347 0.643 -0.218
C -3.86372 6.50102 2.48666 0.541 -0.912 0.068
C -3.95876 5.03382 2.90035 -0.012 0.784 0.518
N -4.04109 4.16943 1.74079 -0.129 -0.100 0.116
C -4.30224 2.78503 2.15341 -0.151 0.141 -1.749
C -4.40620 1.91506 0.88228 -0.142 -0.379 0.441
O -4.27738 0.52388 1.20171 -0.476 0.397 -0.282
C -5.41355 0.02986 1.91511 1.175 -0.064 0.672
H -4.32950 8.82359 1.57597 -0.284 0.120 0.251
H -5.77860 8.40310 0.59626 -0.246 -0.125 0.408
H -4.20187 7.77651 0.20853 0.045 -0.100 -0.066
H -3.55274 7.11770 3.33537 -0.599 0.159 0.204
H -3.01556 6.59276 1.79821 -0.096 -0.036 -0.350
H -4.82072 4.89554 3.56947 -0.121 0.095 -0.037
H -3.09058 4.79179 3.51529 0.129 -0.038 -0.241
H -4.80663 4.53681 1.17974 -0.146 -0.320 0.010
H -5.24177 2.72473 2.70749 0.205 -0.125 0.447
H -3.43615 2.40746 2.69900 -0.163 0.117 0.388
H -3.61897 2.17921 0.17743 0.239 -0.171 0.112
H -5.34781 2.05865 0.34336 -0.174 0.184 0.110
H -5.10460 -0.96724 2.22721 -0.399 -0.188 -0.196
H -6.35499 0.02430 1.36581 0.123 0.015 -0.341
H -5.54122 0.59371 2.84239 -0.202 0.075 -0.021
N 5.53634 0.52964 0.57025 -0.742 -0.002 1.078
C 4.88884 1.44638 -0.17773 0.031 0.668 -1.711
N 5.47789 1.69097 -1.38781 0.149 -0.130 0.024
O 3.84184 2.00719 0.15192 0.350 -0.306 0.630
H 5.25135 0.53166 1.55895 0.271 -0.664 -0.237
H 6.43950 0.18027 0.31850 0.194 0.187 0.001
H 5.12999 2.39699 -2.02403 -0.402 0.066 0.119
H 6.11115 0.99692 -1.73636 0.186 0.160 -0.184
N 1.84879 5.16014 -3.16343 0.922 0.192 -1.218
C 2.72932 4.33677 -2.54691 -0.677 -0.512 1.985
N 2.21219 3.90255 -1.35320 -0.056 0.068 -0.177
O 3.85049 4.02721 -2.95497 -0.059 0.131 -0.272
H 0.90427 5.31980 -2.82003 0.386 0.081 -0.168
H 2.24887 5.57164 -3.99002 -0.582 0.178 -0.081
H 1.27224 4.16625 -1.11352 -0.052 0.035 -0.016
H 2.67554 3.26809 -0.72747 0.457 -0.107 -0.193
N 1.77157 -3.96984 2.81438 -0.257 0.943 -1.075
C 0.77748 -3.23798 2.25687 -0.393 0.152 -0.110
N -0.46594 -3.52325 2.72535 -0.198 -0.199 0.329
O 0.93473 -2.37951 1.38583 0.348 -0.142 0.233
H 2.68430 -3.73834 2.43701 0.432 -0.611 0.472
H 1.57581 -4.58670 3.57396 0.386 -0.194 0.090
H -1.16099 -2.80226 2.63685 -0.067 -0.145 0.006
H -0.50857 -4.16184 3.49811 -0.461 0.114 0.143
N -0.70992 0.14646 0.66343 -1.090 -0.022 0.179
C 0.25087 1.01591 0.30315 0.312 0.283 0.873
N 1.38745 0.34134 0.08678 1.732 0.737 -0.929
O 0.16508 2.25298 0.26873 -0.146 -0.950 -0.339
H -1.64995 0.42962 0.85989 -0.142 0.018 0.093
H -0.37834 -0.78838 0.82679 -0.503 -0.343 0.086
H 2.17593 0.90361 -0.21139 0.139 -0.153 0.352
H 1.52971 -0.63811 0.27664 -0.282 0.089 -0.002
N -2.62219 6.10149 -1.03552 0.103 0.316 -0.774
C -1.56618 5.24005 -1.06970 0.456 -0.311 0.756
N -1.67677 4.26350 -0.14846 0.390 -1.163 0.122
O -0.57726 5.38504 -1.79999 -0.788 0.119 0.188
H -2.57368 6.93193 -1.59801 -0.151 -0.041 0.076
H -3.32897 5.96479 -0.34160 -0.146 0.175 0.003
H -2.53645 4.07176 0.37862 0.464 0.611 -0.170
H -0.93493 3.54904 -0.06294 -0.444 0.438 -0.173
```
Forces are in eV/Å.